Formula: CH2OS2
Source: the OMol25 dataset
Level of theory: wB97M-V/def2-TZVPD

Each line ends with the Löwdin charge.
CARTESIAN COORDINATES (ANGSTROEM)
O1 -0.024 1.344 -0.156  -0.111
C1 0.210 0.076 -0.014  -1.295
S1 1.639 -0.692 -0.134  0.652
S2 -1.499 -0.592 -0.136  0.739
H1 0.809 1.734 0.211  0.124
H2 -1.135 -1.869 0.227  -0.109

Calculated values
SMILES: OC(=S)S
Energy relative to the best compared isomer or geometry (same formula, charge and spin), eV: 0.6406
Frontier orbital gap, eV: 9.3788
Electronic energy, eV: -24786.6349
HOMO, eV: -9.3